DFT (ωB97M-V/def2-TZVPD) results for a 2-piece molecular cluster, C4H10O2 overall at a distorted geometry.

Computed properties:
Charge = +1
Energy relative to the best compared isomer or geometry (same formula, charge and spin) = 73.04 kcal per mole
Multiplicity = 2
HOMO (alpha / beta) = -15.42 / -15.30 eV
DFT total energy = -8393.74448 eV

CARTESIAN COORDINATES (ANGSTROEM)
C1 -0.626 0.741 2.512
C2 -0.303 -1.253 -0.816
O1 1.110 -1.262 -1.256
C3 -0.680 -0.260 0.258
C4 -0.263 -0.375 1.554
H1 -1.575 1.147 2.279
H2 -0.019 1.701 2.291
H3 -0.594 0.454 3.719
H4 -0.556 -2.262 -0.501
H5 -0.852 -1.042 -1.782
H6 1.557 -0.489 -0.936
H7 -0.911 0.750 -0.105
H8 0.063 -1.380 1.710
H9 0.007 1.277 -2.142
H10 1.184 2.133 -2.307
O2 0.507 1.836 -1.654

Atomic forces in eV per Å
2.414 -1.225 2.724
-0.272 0.137 -2.104
-1.729 -0.622 1.288
1.784 1.507 -3.358
-1.618 1.083 1.938
-1.473 0.084 -0.441
-0.211 -1.479 0.374
0.189 0.796 -3.516
0.120 -0.240 0.080
0.125 -0.205 1.322
0.470 0.961 0.163
-0.654 -0.357 0.228
0.846 -0.348 1.352
-2.641 -2.697 -2.531
-0.599 -0.062 0.897
3.248 2.666 1.584

These are the natural (NBO) partial charges, in e, on atoms 1 to 5: atom 1 (C): -0.73, atom 2 (C): -0.18, atom 3 (O): -0.63, atom 4 (C): 0.09, atom 5 (C): 0.12

---

DFT (ωB97M-V/def2-TZVPD) results for C4H10O2Sn as an isolated structure at a distorted geometry.

Computed properties:
Charge = +1
Multiplicity = 2
HOMO (alpha / beta) = -10.64 / -14.62 eV
DFT total energy = -14226.45589 eV

CARTESIAN COORDINATES (ANGSTROEM)
H1 -2.172 0.574 -0.673
C1 1.822 -0.979 -0.087
O1 0.408 -0.819 -0.139
C2 -0.041 0.266 -0.952
C3 -1.472 0.145 -1.402
H2 2.074 -1.635 0.753
H3 2.138 -1.430 -1.038
H4 2.340 -0.020 0.053
H5 0.604 0.290 -1.844
H6 -1.761 -0.898 -1.598
H7 -1.605 0.724 -2.325
H8 0.254 1.297 -0.415
C4 -0.288 1.007 2.154
O2 -1.069 0.078 1.879
Sn1 -0.830 -1.750 1.112
H9 -0.277 1.413 3.177
H10 -0.126 1.738 1.345

Atomic forces in eV per Å
0.109 -0.220 -0.109
1.256 -0.204 -0.394
1.110 0.977 -1.225
1.495 3.181 -0.697
-0.626 0.321 0.496
-0.100 0.046 -0.172
0.059 0.081 0.356
-0.398 -0.172 0.028
-0.081 -0.369 0.246
0.149 0.230 -0.146
0.088 -0.261 0.193
-0.996 -2.352 -1.023
1.151 4.510 0.737
-1.722 -3.625 -0.057
-2.206 -1.631 1.631
0.167 -0.323 -0.249
0.546 -0.188 0.386

These are the natural (NBO) partial charges, in e, on atoms 1 to 5: atom 1 (H): 0.24, atom 2 (C): -0.27, atom 3 (O): -0.68, atom 4 (C): -0.09, atom 5 (C): -0.68

---

DFT (ωB97M-V/def2-TZVPD) results for C4H10O2Tm as an isolated structure at a distorted geometry.

Computed properties:
Charge = +1
Energy relative to the best compared isomer or geometry (same formula, charge and spin) = 8.28 kcal per mole
Multiplicity = 3
HOMO (alpha / beta) = -10.10 / -12.21 eV
DFT total energy = -37923.64956 eV

CARTESIAN COORDINATES (ANGSTROEM)
O1 0.945 1.791 1.187
C1 1.612 0.676 0.647
C2 0.199 0.473 0.952
O2 -0.736 0.661 -0.013
C3 -2.065 0.868 0.435
Tm1 0.698 4.032 -0.070
H1 2.375 0.235 1.294
H2 1.767 0.464 -0.522
H3 -0.108 0.024 1.903
H4 0.331 -1.722 -0.512
H5 -2.694 0.935 -0.459
H6 -2.376 0.023 1.068
H7 -2.134 1.816 0.990
C4 0.543 -2.385 -1.494
H8 -0.381 -2.973 -1.573
H9 0.646 -1.833 -2.437
H10 1.378 -3.088 -1.396

Atomic forces in eV per Å
-0.200 0.916 -0.283
-0.006 -2.595 -2.841
-0.377 1.341 0.849
1.161 -0.698 -0.264
-0.484 0.040 0.332
0.018 -0.607 0.328
-0.209 0.153 -0.263
0.096 1.408 2.433
-0.052 0.180 -0.366
0.988 -1.348 -2.460
0.191 -0.141 0.280
-0.100 0.338 -0.173
-0.061 -0.270 -0.007
-1.076 0.633 1.685
0.264 -0.005 -0.109
0.020 0.253 0.561
-0.173 0.402 0.298

These are the natural (NBO) partial charges, in e, on atoms 1 to 5: atom 1 (O): -0.67, atom 2 (C): -0.14, atom 3 (C): 0.35, atom 4 (O): -0.51, atom 5 (C): -0.26

---

DFT (ωB97M-V/def2-TZVPD) results for a 2-piece molecular cluster, C4H10O3 overall at a distorted geometry.

Computed properties:
Charge = -2
Energy relative to the best compared isomer or geometry (same formula, charge and spin) = 12.52 kcal per mole
Multiplicity = 1
HOMO = 0.19 eV
DFT total energy = -10449.49126 eV

CARTESIAN COORDINATES (ANGSTROEM)
C1 0.118 -0.518 0.201
C2 -1.277 -0.898 -0.315
C3 -1.520 -2.484 -0.326
O1 -2.336 -2.848 -1.335
C4 0.437 0.998 0.084
O2 1.805 1.290 0.088
H1 0.413 -0.928 1.176
H2 0.926 -0.890 -0.456
H3 -1.218 -0.696 -1.386
H4 -2.053 -0.462 0.311
H5 -1.932 -2.658 0.706
H6 -0.480 -2.908 -0.239
H7 -0.162 1.481 0.888
H8 0.060 1.376 -0.876
H9 2.017 2.262 0.414
H10 2.662 4.304 0.221
O3 2.542 3.579 0.844

Atomic forces in eV per Å
1.306 0.762 -0.903
1.809 -1.739 0.193
-0.445 1.465 0.253
0.435 -0.502 0.288
-0.497 -0.007 0.433
-0.063 -0.387 0.731
-0.423 0.292 0.209
-0.555 -0.576 -0.103
-0.918 0.609 0.114
-0.301 0.512 -0.566
-0.131 -0.345 0.131
-0.152 -0.307 -0.532
0.469 0.358 -0.151
-0.612 -0.226 -0.028
0.142 -0.026 -0.304
-0.109 -0.216 -0.055
0.047 0.335 0.290

These are the natural (NBO) partial charges, in e, on atoms 1 to 5: atom 1 (C): -0.43, atom 2 (C): -0.45, atom 3 (C): 0.01, atom 4 (O): -0.97, atom 5 (C): -0.03